[1]
Density functional theory data (ωB97M-V/def2-TZVPD) for 2 unconnected molecules or ions with the total composition C7H10.

Results
Lowest unoccupied orbital energy: 1.0631 eV
Frontier orbital gap: 8.8 eV

Geometry as ORCA input:
```
! RIJCOSX wB97M-V def2-TZVPD def2/J DEFGRID3
* xyz 0 1
C 1.775 0.570 1.802
C 1.922 -0.728 1.561
C -0.314 1.132 -0.240
C 0.188 0.445 -1.483
C -1.307 0.289 -1.490
C -1.687 -0.911 -0.680
C -1.405 0.304 0.145
H 2.350 1.323 1.270
H 1.060 0.940 2.532
H 2.631 -1.094 0.823
H 1.334 -1.476 2.087
H 0.668 1.118 -2.193
H 0.693 -0.525 -1.435
H -2.008 0.860 -2.086
H -0.974 -1.735 -0.697
H -2.730 -1.220 -0.690
H -2.197 0.708 0.774
*
```


[2]
Density functional theory data (ωB97M-V/def2-TZVPD) for a single C7H10 molecule.

Results
Lowest unoccupied orbital energy: 1.1505 eV
Frontier orbital gap: 10.1 eV

Geometry as ORCA input:
```
! RIJCOSX wB97M-V def2-TZVPD def2/J DEFGRID3
* xyz 0 1
C -1.174 0.996 -2.055
C -1.107 0.892 -0.718
C -0.096 -0.004 -0.103
C 1.049 0.705 0.554
C 0.842 1.335 1.707
C -0.345 -1.312 -0.018
C 0.672 -2.308 0.503
H -0.593 0.388 -2.736
H -1.871 1.687 -2.507
H -1.616 1.709 -0.217
H 1.964 0.686 -0.025
H 1.685 1.862 2.139
H -0.046 1.252 2.316
H -1.324 -1.664 -0.313
H 0.457 -3.340 0.242
H 1.648 -2.104 0.069
H 0.542 -2.273 1.588
*
```


[3]
Density functional theory data (ωB97M-V/def2-TZVPD) for 3 unconnected molecules or ions with the total composition C7H10.

Results
Lowest unoccupied orbital energy (spin up / spin down): -0.3282 / -0.3773 eV
Frontier orbital gap (spin up / spin down): 8.0 / 8.4 eV

Geometry as ORCA input:
```
! RIJCOSX wB97M-V def2-TZVPD def2/J DEFGRID3
* xyz 0 1
C -0.574 1.513 0.636
C -1.506 0.426 0.176
C -0.657 1.190 -0.833
C 0.071 -0.126 -1.280
C 1.435 -0.580 -0.690
C 0.703 -1.133 0.530
C -0.553 -0.743 -0.053
H -1.064 2.437 0.922
H 0.301 1.274 1.235
H -2.586 0.500 0.289
H -0.954 1.963 -1.540
H -0.200 -0.367 -2.321
H 2.051 0.241 -0.316
H 2.013 -1.282 -1.290
H 1.546 -3.277 0.056
H 1.145 -0.951 1.769
H -1.170 -1.085 2.709
*
```


[4]
Density functional theory data (ωB97M-V/def2-TZVPD) for a single C7H10 molecule.

Results
Lowest unoccupied orbital energy: 1.1491 eV
Frontier orbital gap: 10.4 eV

Geometry as ORCA input:
```
! RIJCOSX wB97M-V def2-TZVPD def2/J DEFGRID3
* xyz 0 1
C -1.416 -2.070 0.648
C -0.793 -1.039 0.689
C 0.181 0.016 0.483
C -0.221 1.158 -0.448
C -1.142 0.718 -1.587
C 1.560 -0.601 0.359
C 1.240 0.282 1.525
H -1.881 -3.020 0.536
H 0.703 1.590 -0.856
H -0.708 1.953 0.132
H -0.722 -0.142 -2.124
H -1.294 1.536 -2.299
H -2.121 0.416 -1.197
H 1.597 -1.671 0.545
H 2.212 -0.246 -0.431
H 1.663 1.285 1.514
H 1.142 -0.164 2.511
*
```


[5]
Density functional theory data (ωB97M-V/def2-TZVPD) for a molecular structure, C7H10.

Results
Lowest unoccupied orbital energy: 1.0171 eV
Frontier orbital gap: 9.2 eV

Geometry as ORCA input:
```
! RIJCOSX wB97M-V def2-TZVPD def2/J DEFGRID3
* xyz 0 1
C -1.206 -0.755 1.290
C -1.381 0.193 0.251
C -0.145 0.894 1.105
C 0.690 0.798 -0.184
C 1.502 -0.508 -0.338
C 0.358 -1.125 -1.184
C -0.469 0.162 -0.994
H -1.868 -0.433 2.118
H 0.283 0.379 1.973
H -2.256 0.851 0.178
H -0.481 1.887 1.409
H 1.169 1.734 -0.483
H 1.709 -1.025 0.603
H 2.440 -0.370 -0.883
H 0.638 -1.311 -2.225
H -0.099 -2.020 -0.755
H -0.885 0.649 -1.880
*
```


[6]
Density functional theory data (ωB97M-V/def2-TZVPD) for a single C7H10 molecule.

Results
Lowest unoccupied orbital energy: 1.1272 eV
Frontier orbital gap: 9.4 eV

Geometry as ORCA input:
```
! RIJCOSX wB97M-V def2-TZVPD def2/J DEFGRID3
* xyz 0 1
C 1.370 -1.393 0.771
C 1.121 0.099 0.559
C -0.070 0.991 0.814
C -1.344 0.226 0.712
C -1.680 -0.187 -0.516
C -0.929 0.481 -1.584
C 0.518 0.830 -0.600
H 2.404 -1.608 0.475
H 1.256 -1.732 1.811
H 0.720 -2.013 0.144
H 1.964 0.816 0.634
H 0.018 1.775 1.579
H -1.882 -0.053 1.602
H -2.287 -1.066 -0.708
H -1.105 0.031 -2.603
H -1.147 1.548 -1.703
H 1.072 1.255 -1.386
*
```


[7]
Density functional theory data (ωB97M-V/def2-TZVPD) for a single C7H10 molecule.

Results
Lowest unoccupied orbital energy: 0.1082 eV
Frontier orbital gap: 8.2 eV

Geometry as ORCA input:
```
! RIJCOSX wB97M-V def2-TZVPD def2/J DEFGRID3
* xyz 0 1
C 1.299 -0.488 0.923
C 1.384 0.739 0.008
C 0.965 -1.440 -0.197
C -0.154 -0.733 -0.928
C -1.445 -0.770 -0.047
C -1.283 0.742 0.251
C -0.007 0.788 -0.636
H 2.214 -0.709 1.481
H 0.472 -0.438 1.651
H 1.874 1.631 0.400
H 2.022 0.373 -0.820
H -0.284 -1.057 -1.963
H -1.394 -1.442 0.815
H -2.335 -1.027 -0.625
H -2.113 1.339 -0.141
H -1.151 1.010 1.305
H -0.064 1.483 -1.478
*
```


[8]
Density functional theory data (ωB97M-V/def2-TZVPD) for 2 unconnected molecules or ions with the total composition C7H10.

Results
Lowest unoccupied orbital energy: 1.1011 eV
Frontier orbital gap: 10.3 eV

Geometry as ORCA input:
```
! RIJCOSX wB97M-V def2-TZVPD def2/J DEFGRID3
* xyz 0 1
C -0.231 2.281 0.133
C -0.885 1.171 -0.055
C -1.112 -0.092 -0.164
C -1.616 -1.138 -1.063
C -1.827 -1.225 0.439
H 0.840 2.110 0.288
H -0.630 3.283 0.157
H -2.461 -0.882 -1.693
H -0.917 -1.837 -1.511
H -1.265 -1.978 0.982
H -2.816 -1.024 0.834
C 2.527 0.432 0.378
C 1.642 -0.537 0.186
H 3.093 0.849 -0.448
H 2.824 0.719 1.380
H 1.469 -0.926 -0.806
H 1.217 -1.063 1.031
*
```


[9]
Density functional theory data (ωB97M-V/def2-TZVPD) for 2 unconnected molecules or ions with the total composition C7H10.

Results
Lowest unoccupied orbital energy (spin up / spin down): -0.2106 / -0.1997 eV
Frontier orbital gap (spin up / spin down): 7.2 / 8.0 eV

Geometry as ORCA input:
```
! RIJCOSX wB97M-V def2-TZVPD def2/J DEFGRID3
* xyz 0 1
C 1.478 -0.232 1.001
C 1.052 1.189 0.388
C 1.216 -1.057 -0.150
C -0.076 -1.378 -0.578
C -1.238 -0.752 -0.173
C -1.324 0.502 0.595
C -0.218 1.507 0.375
H 2.523 -0.208 1.313
H 0.835 -0.432 1.863
H 1.881 1.761 -0.014
H 2.057 -1.379 -0.760
H -0.164 -2.126 -1.364
H -2.165 -1.100 -0.628
H -1.339 0.916 -2.180
H -2.323 0.941 0.523
H -1.158 0.315 1.671
H -1.036 1.533 -1.883
*
```


[10]
Density functional theory data (ωB97M-V/def2-TZVPD) for a single C7H10 molecule.

Results
Lowest unoccupied orbital energy: 1.0857 eV
Frontier orbital gap: 9.5 eV

Geometry as ORCA input:
```
! RIJCOSX wB97M-V def2-TZVPD def2/J DEFGRID3
* xyz 0 1
C 1.617 -1.086 -0.031
C 0.324 -0.290 0.106
C 0.253 0.863 1.078
C -0.873 1.655 0.454
C -1.325 1.092 -0.675
C -0.310 0.108 -1.152
C -0.829 -1.223 -0.139
H 1.798 -1.694 0.861
H 1.567 -1.771 -0.889
H 2.477 -0.425 -0.184
H 0.001 0.540 2.096
H 1.218 1.384 1.112
H -1.265 2.564 0.889
H -2.258 1.320 -1.185
H 0.214 0.385 -2.084
H -0.700 -2.224 0.303
H -1.838 -1.131 -0.459
*
```


[11]
Density functional theory data (ωB97M-V/def2-TZVPD) for a molecular structure, C7H10.

Results
Lowest unoccupied orbital energy (spin up / spin down): 0.2891 / 0.3025 eV
Frontier orbital gap (spin up / spin down): 8.2 / 8.3 eV

Geometry as ORCA input:
```
! RIJCOSX wB97M-V def2-TZVPD def2/J DEFGRID3
* xyz 0 1
C 1.503 -0.146 0.527
C 0.383 0.691 1.201
C -0.137 1.373 0.137
C -0.910 0.238 -0.495
C -1.826 -0.265 0.627
C -0.514 -0.553 1.332
C 0.218 -0.879 -0.004
H 2.167 0.366 -0.172
H 2.072 -0.814 1.186
H 1.591 1.042 -2.833
H 1.230 0.396 -2.759
H 0.483 2.037 -0.464
H -1.254 0.328 -1.529
H -2.513 0.465 1.068
H -2.355 -1.183 0.356
H -0.394 -1.187 2.213
H 0.255 -1.910 -0.393
*
```


[12]
Density functional theory data (ωB97M-V/def2-TZVPD) for a single C7H10 molecule.

Results
Lowest unoccupied orbital energy (spin up / spin down): 0.9954 / -4.0132 eV
Frontier orbital gap (spin up / spin down): 4.5 / 4.9 eV

Geometry as ORCA input:
```
! RIJCOSX wB97M-V def2-TZVPD def2/J DEFGRID3
* xyz 0 3
C 1.225 -1.606 2.256
C 0.560 -1.096 1.386
C 0.831 1.759 -0.855
C 0.586 1.210 0.277
C 0.356 -1.005 -1.034
C -1.518 -0.031 0.518
C -0.016 -0.326 0.332
H 1.483 -1.917 3.263
H 1.243 2.762 -0.860
H 0.595 1.397 -1.792
H 0.784 1.802 1.226
H -0.573 -0.904 -1.837
H 1.248 -0.459 -1.410
H 0.626 -2.057 -0.819
H -1.736 0.962 0.180
H -2.153 -0.751 0.096
H -1.553 0.086 1.634
*
```


[13]
Density functional theory data (ωB97M-V/def2-TZVPD) for 2 unconnected molecules or ions with the total composition C7H10.

Results
Lowest unoccupied orbital energy (spin up / spin down): 0.2558 / -1.2331 eV
Frontier orbital gap (spin up / spin down): 7.7 / 8.0 eV

Geometry as ORCA input:
```
! RIJCOSX wB97M-V def2-TZVPD def2/J DEFGRID3
* xyz 0 3
C 0.953 -0.193 -0.390
C 3.424 -0.045 -0.692
C -2.593 0.002 -0.610
C -2.608 -0.689 0.708
C -0.212 -0.803 -0.318
C -1.362 0.042 0.215
C 3.758 -0.463 0.650
H 0.952 0.806 -0.102
H -2.492 -0.484 -1.569
H -3.325 0.807 -0.633
H -2.831 -0.005 1.517
H -2.602 -1.758 0.973
H -0.341 -1.739 -0.812
H -0.959 0.947 0.665
H 3.024 -0.249 1.550
H 4.751 -0.400 1.025
H 3.438 -1.509 0.626
*
```


[14]
Density functional theory data (ωB97M-V/def2-TZVPD) for a molecular structure, C7H10BDyF4N.

Results
Lowest unoccupied orbital energy (spin up / spin down): 3.1950 / 3.1948 eV
Frontier orbital gap (spin up / spin down): 6.3 / 6.3 eV

Geometry as ORCA input:
```
! RIJCOSX wB97M-V def2-TZVPD def2/J DEFGRID3
* xyz -1 6
C -0.976 1.071 -1.841
C 0.446 0.800 -2.047
C 1.191 1.688 -1.201
C 0.199 2.475 -0.449
C -1.093 2.084 -0.872
Dy -0.037 0.000 0.303
N -1.533 -1.611 -0.006
C -0.394 -2.639 -0.289
C 0.872 -2.031 -0.710
H 2.252 1.783 -1.134
H 0.852 0.052 -2.717
H 0.490 3.239 0.284
H -2.016 2.557 -0.565
H -1.782 0.571 -2.384
H 1.046 -1.772 -1.772
H -1.051 -3.212 -1.081
H -2.581 -1.251 -0.088
H 1.681 -1.988 0.003
H -0.507 -2.940 0.749
F 1.524 0.642 2.107
B 0.607 0.222 3.259
F 1.277 -0.535 4.179
F -0.068 1.369 3.754
F -0.400 -0.573 2.517
*
```


[15]
Density functional theory data (ωB97M-V/def2-TZVPD) for a molecular structure, C7H10BF4NYb.

Results
Lowest unoccupied orbital energy (spin up / spin down): 3.2759 / 3.2752 eV
Frontier orbital gap (spin up / spin down): 6.8 / 6.8 eV

Geometry as ORCA input:
```
! RIJCOSX wB97M-V def2-TZVPD def2/J DEFGRID3
* xyz -1 2
C -0.481 1.168 -2.007
C 0.918 1.233 -1.740
C 1.119 2.137 -0.655
C -0.156 2.637 -0.258
C -1.144 2.045 -1.099
Yb -0.103 -0.282 0.357
N -1.595 -1.368 -0.776
C -0.311 -2.289 -0.325
C 0.972 -1.885 -0.869
H 2.082 2.430 -0.237
H 1.697 0.695 -2.281
H -0.340 3.367 0.528
H -2.212 2.253 -1.082
H -0.955 0.572 -2.784
H 1.024 -1.852 -1.954
H -0.292 -2.482 0.783
H -2.425 -1.941 -0.591
H 1.841 -2.299 -0.355
H -0.525 -3.263 -0.797
F 1.069 -0.816 2.283
B 0.175 -0.163 3.313
F 0.904 0.797 3.975
F -0.872 0.467 2.487
F -0.389 -1.160 4.083
*
```


[16]
Density functional theory data (ωB97M-V/def2-TZVPD) for a gas-phase ion, C7H10BINO4 (charge +1).

Results
Lowest unoccupied orbital energy: -3.7730 eV
Frontier orbital gap: 8.3 eV

Geometry as ORCA input:
```
! RIJCOSX wB97M-V def2-TZVPD def2/J DEFGRID3
* xyz 1 1
C 0.938 1.975 -1.158
N 0.335 0.549 -1.066
C 1.008 -0.679 -0.642
C 1.025 -0.699 0.966
O 1.779 0.012 1.566
O 0.182 -1.499 1.574
B -0.881 -2.168 0.985
C -1.453 -3.451 1.568
C -0.900 -3.953 2.704
I -1.657 -5.553 3.749
O -1.711 -1.699 -0.087
C -1.856 -0.552 -0.768
O -2.617 -0.423 -1.635
C -1.036 0.668 -0.279
H 2.031 2.035 -0.938
H 0.601 2.491 -2.083
H 0.390 2.372 -0.305
H 0.068 0.334 -2.063
H 2.063 -0.559 -0.742
H 0.681 -1.673 -1.066
H -2.245 -4.000 1.008
H -0.263 -3.429 3.306
H -1.550 1.451 -0.790
H -0.967 0.913 0.819
*
```


[17]
Density functional theory data (ωB97M-V/def2-TZVPD) for 2 unconnected molecules or ions with the total composition C7H10BrCl4FNO3P.

Results
Lowest unoccupied orbital energy: 0.1318 eV
Frontier orbital gap: 9.4 eV

Geometry as ORCA input:
```
! RIJCOSX wB97M-V def2-TZVPD def2/J DEFGRID3
* xyz 0 1
C 2.954 -0.904 0.927
C 2.625 -0.603 -0.528
F 2.707 -1.751 -1.242
C 1.275 0.136 -0.801
P 1.712 1.846 -1.363
N 2.721 2.583 -0.410
C 0.223 0.227 0.310
C -0.784 -0.865 0.055
O -2.008 -0.369 -0.331
Br -0.976 -1.996 1.639
C -0.189 -1.552 -1.187
O -0.318 -2.611 -1.588
O 0.597 -0.627 -1.812
H 2.126 -0.833 1.614
H 3.294 -1.928 0.963
H 3.796 -0.316 1.249
H 3.418 0.023 -0.912
H 0.494 2.555 -1.438
H 2.173 1.704 -2.690
H 2.981 2.000 0.379
H -0.340 1.134 0.094
H 0.574 0.372 1.308
H -2.449 -1.033 -0.878
Cl -4.019 1.346 2.228
C -5.322 0.562 1.329
Cl -6.856 0.828 2.162
Cl -5.408 1.245 -0.299
Cl -5.001 -1.171 1.222
*
```


[18]
Density functional theory data (ωB97M-V/def2-TZVPD) for a gas-phase ion, C7H10BrClN3O (charge +1).

Results
Lowest unoccupied orbital energy: -3.4897 eV
Frontier orbital gap: 10.5 eV

Geometry as ORCA input:
```
! RIJCOSX wB97M-V def2-TZVPD def2/J DEFGRID3
* xyz 1 1
C 2.471 -0.043 0.743
C 1.619 0.263 -0.512
C 0.626 1.392 -0.249
Cl 0.735 2.586 -1.599
N -0.787 0.966 -0.198
C -1.810 1.726 -0.558
N -2.877 1.049 -0.363
N -2.617 -0.180 0.156
C -1.345 -0.212 0.254
C -0.653 -1.393 0.815
C -0.536 -2.448 -0.284
O -0.939 -2.259 -1.400
Br 0.329 -4.104 0.160
H 3.462 0.368 0.656
H 2.515 -1.107 0.920
H 2.036 0.388 1.636
H 1.138 -0.624 -0.887
H 2.299 0.604 -1.271
H 0.854 1.965 0.629
H -1.783 2.716 -0.956
H -3.832 1.327 -0.526
H 0.328 -1.175 1.206
H -1.231 -1.804 1.627
*
```


[19]
Density functional theory data (ωB97M-V/def2-TZVPD) for a molecular structure, C7H10CdF5NOTe.

Results
Lowest unoccupied orbital energy (spin up / spin down): 5.0727 / 3.2667 eV
Frontier orbital gap (spin up / spin down): 5.3 / 3.5 eV

Geometry as ORCA input:
```
! RIJCOSX wB97M-V def2-TZVPD def2/J DEFGRID3
* xyz -2 1
C -0.732 1.267 -2.446
C 0.672 1.415 -2.223
C 0.844 2.191 -1.034
C -0.452 2.539 -0.540
C -1.422 1.972 -1.419
Cd -0.133 -0.284 0.281
N -1.626 -1.737 -0.793
C -0.750 -2.899 -0.868
C 0.596 -2.230 -0.893
H 1.792 2.488 -0.603
H 1.464 1.072 -2.870
H -0.649 3.194 0.307
H -2.492 2.157 -1.385
H -1.179 0.796 -3.314
H 0.911 -1.840 -1.867
H -0.762 -3.661 -0.065
H -2.352 -1.954 -0.067
H 1.373 -2.657 -0.250
H -1.038 -3.360 -1.823
F 1.675 1.845 2.717
Te 0.855 0.231 3.512
F 1.487 -1.489 2.713
F 0.406 1.467 4.972
F 1.965 0.141 0.468
F 0.242 -0.960 4.959
O -0.696 0.296 2.528
*
```


[20]
Density functional theory data (ωB97M-V/def2-TZVPD) for a molecular structure, C7H10Cl2N2.

Results
Lowest unoccupied orbital energy (spin up / spin down): -0.9634 / -0.8423 eV
Frontier orbital gap (spin up / spin down): 7.7 / 7.5 eV

Geometry as ORCA input:
```
! RIJCOSX wB97M-V def2-TZVPD def2/J DEFGRID3
* xyz 0 1
C 0.821 -1.630 -0.852
C -1.693 1.361 0.514
C -1.570 0.994 -0.977
C -1.266 0.174 1.445
C -0.150 0.524 -1.333
C 0.197 -0.113 1.081
C 0.402 -0.469 -0.316
N 1.260 -2.678 -1.212
N 4.108 -1.451 -0.469
Cl 4.123 -1.468 1.196
Cl 3.485 -2.790 -1.080
H -1.083 2.171 0.877
H -2.572 1.780 0.799
H -2.121 0.170 -1.135
H -1.855 1.756 -1.545
H -1.447 0.574 2.368
H -2.047 -0.511 1.166
H -0.309 0.247 -2.408
H 0.400 1.443 -1.242
H 0.747 0.815 1.355
H 0.569 -0.898 1.767
*
```